Entry 1:
A single C3H7ClN2Si molecule at a distorted geometry. Source: the OMol25 dataset; level of theory: ωB97M-V/def2-TZVPD.

Relative energy (zero: lowest compared OMol25 entry of this formula, charge and spin): 606.93 kJ/mol
Charge: 0
Orbital gap (alpha / beta): 7.8 / 9.1 eV
F_max: 5.91 eV/Å

```
14
C3H7ClN2Si ωB97M-V/def2-TZVPD
C 1.192 -1.702 -0.556
C 1.337 -1.129 0.754
C -1.030 1.976 -0.618
N -0.403 -0.854 -1.615
N 0.401 -0.164 1.034
Si -0.730 0.123 -0.309
Cl -2.609 -0.361 0.389
H 1.211 -2.666 -0.934
H 1.242 -1.952 1.423
H 2.360 -0.757 0.689
H -0.958 2.542 0.243
H -0.307 2.521 -1.252
H -2.007 2.080 -1.092
H 0.301 0.342 1.844
```

Entry 2:
A single C3H7ClN2Si molecule at a distorted geometry. Source: the OMol25 dataset; level of theory: ωB97M-V/def2-TZVPD.

Relative energy (zero: lowest compared OMol25 entry of this formula, charge and spin): 88.36 kJ/mol
Charge: 0
Orbital gap: 9.7 eV
SMILES: C[Si@@]1(Cl)N=CCN1
F_max: 3.81 eV/Å

```
14
C3H7ClN2Si ωB97M-V/def2-TZVPD
C -1.889 -0.221 1.351
Si -0.512 0.926 0.736
Cl -0.976 2.841 1.122
N 1.082 0.457 1.249
C 1.908 0.294 0.313
C 1.504 0.429 -1.130
N 0.168 0.964 -1.204
H -1.689 -1.270 1.155
H -2.001 -0.102 2.425
H -2.836 0.036 0.888
H 2.939 0.032 0.530
H 2.220 1.105 -1.623
H 1.612 -0.560 -1.602
H -0.417 0.500 -1.880
```

Entry 3:
A 2-piece molecular cluster, C3H7ClNO overall. Source: the OMol25 dataset; level of theory: ωB97M-V/def2-TZVPD.

Relative energy (zero: lowest compared OMol25 entry of this formula, charge and spin): 0.00 kJ/mol
Charge: -1
Orbital gap: 8.3 eV
F_max: 0.54 eV/Å

```
13
C3H7ClNO ωB97M-V/def2-TZVPD
Cl 1.482 -2.842 -0.857
C 1.213 0.346 1.401
C 0.065 0.746 0.503
O -0.457 1.858 0.595
N -0.371 -0.199 -0.335
C -1.436 0.040 -1.284
H 1.453 -0.714 1.309
H 0.960 0.615 2.426
H 2.107 0.917 1.144
H 0.087 -1.111 -0.345
H -1.373 -0.718 -2.059
H -1.318 1.038 -1.709
H -2.412 0.024 -0.790
```

Entry 4:
A 2-piece molecular cluster, C3H7ClO2 overall at a distorted geometry. Source: the OMol25 dataset; level of theory: ωB97M-V/def2-TZVPD.

Relative energy (zero: lowest compared OMol25 entry of this formula, charge and spin): 366.39 kJ/mol
Charge: 0
Orbital gap: 9.5 eV
SMILES: OC(O)Cl.C=C
F_max: 7.48 eV/Å

```
13
C3H7ClO2 ωB97M-V/def2-TZVPD
O 2.417 -1.423 0.203
C 1.920 -0.508 1.040
O 2.758 0.210 1.716
Cl 0.755 -1.490 2.078
H 3.288 -1.709 0.613
H 0.962 0.056 0.367
H 2.133 0.643 2.347
C -0.577 -0.504 -0.348
C -1.170 0.501 0.456
H -0.050 -0.267 -1.239
H -0.146 -1.486 -0.109
H -1.235 1.580 0.265
H -1.919 0.160 1.169
```

Entry 5:
A single C3H7ClO2S3 molecule at a distorted geometry. Source: the OMol25 dataset; level of theory: ωB97M-V/def2-TZVPD.

Relative energy (zero: lowest compared OMol25 entry of this formula, charge and spin): 0.00 kJ/mol
Charge: 0
Orbital gap: 9.8 eV
SMILES: CC(S)(S)CS(=O)(=O)Cl
F_max: 6.65 eV/Å

```
16
C3H7ClO2S3 ωB97M-V/def2-TZVPD
C 1.295 0.523 1.115
C 0.915 -0.356 -0.030
S 2.274 -0.523 -1.218
S 0.331 -1.908 0.764
C -0.451 0.496 -0.904
S -1.937 0.611 0.118
O -2.871 1.495 -0.587
O -1.822 0.764 1.546
Cl -2.601 -1.216 -0.422
H 1.882 -0.006 1.713
H 0.372 0.939 1.745
H 1.782 1.462 0.860
H 1.888 -1.647 -1.722
H -0.358 -2.143 -0.311
H -0.826 0.071 -1.751
H 0.127 1.439 -0.916
```

Entry 6:
A single C3H7ClOS molecule at a distorted geometry. Source: the OMol25 dataset; level of theory: ωB97M-V/def2-TZVPD.

Relative energy (zero: lowest compared OMol25 entry of this formula, charge and spin): 151.30 kJ/mol
Charge: 0
Orbital gap: 9.2 eV
F_max: 2.05 eV/Å

```
13
C3H7ClOS ωB97M-V/def2-TZVPD
C 1.257 -0.091 -0.952
C -0.647 1.232 0.324
C -0.212 -0.142 -0.246
O 0.388 -2.446 0.671
S -0.064 -1.156 1.196
Cl -2.354 -1.198 1.693
H 1.988 0.133 -0.131
H 1.659 -1.070 -1.424
H 1.355 0.575 -1.861
H -0.972 1.014 1.383
H -1.431 1.690 -0.364
H 0.093 2.083 0.467
H -1.060 -0.622 -0.758
```

Summary of energy in Ha
-977.582665, -977.780178, -708.812885, -729.051717, -1923.650312, -1052.067253
(order as listed above)